No. 1
A structure of composition C37H40Br2ClN3O4P2SiZr, computed with wB97M-V/def2-TZVPD.

Values from the calculation:
Charge   +2
Spin multiplicity   1
Relative energy (zero: lowest compared OMol25 entry of this formula, charge and spin)   2.807 eV
Kohn-Sham gap   5.2 eV
Maximum force   0.6 eV/A

Last column: Mulliken charge in e.
Cartesian coordinates (Å):
Zr -1.09855 -0.68719 0.59364  -0.493
C -4.39501 1.23845 2.71260  -1.384
P -3.22736 1.16853 1.31628  0.945
C -4.35964 1.24065 -0.10243  -1.492
C -2.38584 2.78236 1.38838  0.219
C -3.03505 3.95453 1.01753  -0.724
C -2.37346 5.17407 1.07042  -0.969
C -1.05764 5.22971 1.50085  -0.929
C -0.40460 4.06740 1.88925  -0.815
C -1.05935 2.84113 1.83727  0.188
P -0.26729 1.30508 2.41269  2.093
C -0.83489 1.18894 4.14013  -1.291
C 1.49113 1.70177 2.60663  -1.598
H -4.95773 2.17213 2.65644  0.466
H -3.88484 1.19937 3.67137  0.270
H -5.10275 0.41264 2.66235  0.522
H -5.06634 2.06359 0.00585  0.543
H -4.93542 0.31399 -0.14141  0.446
H -3.80216 1.35554 -1.02924  0.237
H -4.06321 3.93212 0.67889  0.364
H -2.88870 6.07929 0.77838  0.451
H -0.53929 6.17814 1.54623  0.462
H 0.61775 4.13117 2.23810  0.398
H -0.79410 2.18045 4.59233  0.409
H -0.19625 0.50933 4.70336  0.519
H -1.85100 0.80469 4.19203  0.256
H 1.64807 2.48268 3.35156  0.636
H 1.91989 2.01634 1.65562  0.383
H 2.00417 0.80015 2.93960  0.160
O -3.02287 -4.51236 -4.62152  -0.432
C -3.28749 -3.56561 -3.71656  0.387
O -4.38642 -3.33071 -3.32569  -0.464
C -2.12740 -2.76494 -3.19118  -0.166
C -1.28120 -1.93989 -3.87079  0.461
Cl -1.22310 -1.75173 -5.55262  -0.134
N -0.56039 -1.17889 -2.95268  0.355
N -0.99909 -1.50259 -1.69568  0.798
C -1.90245 -2.44592 -1.83783  -0.149
C -2.31982 -3.16589 -0.58290  0.389
O -3.02212 -4.12377 -0.56080  -0.566
O -1.70508 -2.60249 0.45727  -0.399
C 0.51194 -0.29471 -3.16007  -0.282
C 1.24889 -0.29315 -4.32349  -0.940
C 2.30823 0.60737 -4.44523  -1.142
C 2.67942 1.52134 -3.45417  -1.399
C 1.97459 1.50812 -2.28843  -0.565
C 0.83565 0.63893 -2.08662  4.619
H -2.07271 -4.63838 -4.74524  0.401
H 1.07978 -0.99024 -5.12270  0.538
H 2.88959 0.56545 -5.35916  0.449
H 3.53210 2.16803 -3.59975  0.564
H 2.26213 2.14131 -1.45868  0.894
H 0.98874 0.08803 -1.14727  -2.666
Br -0.61844 -2.16604 3.35587  0.113
C -2.27152 -3.18518 3.41052  -0.630
Br -3.82286 -2.14712 2.99025  -0.042
H -2.37463 -3.54818 4.42487  0.569
H -2.16980 -3.97313 2.67595  0.323
C 5.31953 0.04361 -1.75436  -0.600
C 4.71388 -1.05821 -2.33913  -0.900
C 3.57948 -1.62005 -1.76259  -0.304
C 3.01927 -1.09516 -0.59658  0.472
C 3.64030 0.02775 -0.03557  0.077
C 4.77934 0.58764 -0.59506  -0.862
Si 1.53944 -1.93316 0.22673  1.665
C 2.14037 -2.79871 1.76750  0.016
C 1.95444 -4.17179 1.92500  -0.294
C 2.40349 -4.82867 3.06356  -0.765
C 3.05610 -4.12229 4.06215  -0.543
C 3.26466 -2.75566 3.91861  -0.802
C 2.80989 -2.10656 2.78197  0.149
H 6.21682 0.46563 -2.18776  0.464
H 5.14125 -1.49943 -3.23090  0.513
H 3.14375 -2.50245 -2.22017  0.491
H 3.24272 0.46781 0.87156  0.184
H 5.25787 1.43604 -0.12197  0.472
H 1.13170 -2.99434 -0.73846  -0.511
H 1.44493 -4.74201 1.15594  0.387
H 2.25272 -5.89510 3.16871  0.444
H 3.41391 -4.63424 4.94543  0.424
H 3.78924 -2.20607 4.68941  0.443
H 2.99664 -1.04203 2.68807  0.210
C -0.36100 3.83993 -2.39083  -0.921
C -0.98248 2.47499 -2.69605  -0.914
C -0.57146 1.43283 -1.69111  -0.770
N -1.16905 1.00772 -0.70660  1.080
H -0.77987 4.59697 -3.05208  0.458
H 0.71924 3.84877 -2.53872  0.314
H -0.57359 4.13242 -1.36102  0.079
H -0.70850 2.13817 -3.69942  0.236
H -2.06926 2.55094 -2.64666  0.451


No. 2
A structure of composition C44H38N6O7TeTi, computed with wB97M-V/def2-TZVPD.

Values from the calculation:
Charge   +1
⟨S²⟩   0.753
Spin multiplicity   2
Relative energy (zero: lowest compared OMol25 entry of this formula, charge and spin)   0.208 eV
Kohn-Sham gap (spin up / spin down)   6.2 / 6.2 eV
Maximum force   1.0 eV/A

Last column: Mulliken spin population.
Cartesian coordinates (Å):
Ti 0.24932 1.47305 -2.32412  0.938
O 3.28652 -0.39638 -6.66624  0.000
C 2.30476 -1.29314 -6.49082  -0.002
C 2.31191 -2.41516 -7.32257  0.001
C 1.33784 -3.38045 -7.19821  -0.001
C 0.32457 -3.26192 -6.24386  0.000
C 0.30840 -2.15994 -5.42203  -0.001
C 1.28739 -1.16019 -5.52770  -0.004
C 1.21346 -0.01765 -4.62025  0.015
O 0.24320 0.05649 -3.78556  0.000
N 2.14061 0.93256 -4.69334  0.004
N 1.81194 1.91565 -3.82865  0.014
C 2.49505 2.99200 -3.79670  0.015
C 1.94396 4.06178 -2.97236  0.017
C 2.57884 5.29094 -2.85193  0.003
C 1.95664 6.30393 -2.14749  0.005
C 0.70845 6.05773 -1.59687  0.000
C 0.15512 4.79970 -1.74912  0.020
N 0.74760 3.80103 -2.40777  -0.003
H 3.16174 0.32957 -6.01911  0.000
H 3.10134 -2.49845 -8.05688  0.000
H 1.36258 -4.24299 -7.85193  0.000
H -0.43531 -4.02511 -6.15267  0.000
H -0.46407 -2.03841 -4.67433  -0.001
H 3.37165 3.13769 -4.41926  0.000
H 3.54175 5.43827 -3.32103  0.000
H 2.42780 7.27165 -2.04133  0.000
H 0.16583 6.82216 -1.05983  0.000
H -0.81842 4.59474 -1.32442  0.001
O -3.71213 2.41761 -3.86303  0.003
C -2.58523 2.27977 -3.20258  0.005
O -1.50553 2.04505 -3.70798  -0.014
C -2.69382 2.46133 -1.72325  0.015
C -3.81892 2.85573 -1.02437  0.003
C -3.68737 3.06697 0.34427  0.002
C -2.45030 2.91005 0.95181  0.001
C -1.38686 2.50027 0.16300  0.027
N -1.52066 2.26474 -1.13454  -0.061
C 0.05547 2.46173 0.57180  0.001
O 0.28656 3.09010 1.70650  0.000
O 0.89918 2.15058 -0.24675  -0.015
H -3.55255 2.25947 -4.80841  0.000
H -4.75861 2.99924 -1.53749  0.000
H -4.54220 3.37780 0.92904  0.000
H -2.30245 3.10132 2.00537  0.000
H 1.24329 3.13574 1.86806  0.000
C 0.42916 0.37597 8.48275  0.000
C 0.32730 0.21325 6.99175  0.000
C 1.43964 -0.12900 6.23226  0.000
C 1.37234 -0.26927 4.85129  0.000
C 2.61928 -0.66563 4.10455  0.000
C 0.14234 -0.05698 4.21205  0.000
Te 0.02624 -0.36770 2.11793  0.004
N -0.38001 -0.29005 -1.27923  0.082
C 0.87425 -0.80145 -1.29297  -0.045
O 1.73742 0.04441 -1.64165  -0.027
C 1.24589 -2.16414 -0.87848  -0.002
C 2.59128 -2.41396 -0.61019  -0.001
C 2.98532 -3.66266 -0.16618  0.000
C 2.04095 -4.66960 -0.00347  0.000
C 0.70300 -4.42681 -0.28004  0.000
C 0.29836 -3.17351 -0.71170  -0.001
C -1.52033 -1.79554 2.14850  0.000
C -2.73359 -1.45973 1.56033  0.000
C -3.77288 -2.37652 1.51439  0.000
C -3.59297 -3.63043 2.07366  0.000
C -2.38121 -3.96302 2.66282  0.000
C -1.31928 -3.06340 2.70708  0.000
C -0.02030 -3.46566 3.34560  0.000
C -0.98935 0.31057 4.94956  0.000
C -2.33880 0.56454 4.33269  0.000
C -0.87254 0.43034 6.33229  0.000
H 1.25595 -0.20565 8.88818  0.000
H -0.48855 0.05991 8.97768  0.000
H 0.60079 1.42204 8.74472  0.000
H 2.38803 -0.29895 6.72996  0.000
H 3.47339 -0.68897 4.77936  0.000
H 2.85263 0.02683 3.29371  0.000
H 2.51034 -1.65415 3.65253  0.000
H 3.31062 -1.61878 -0.75028  0.000
H 4.02769 -3.85579 0.04857  0.000
H 2.35105 -5.64856 0.33845  0.000
H -0.03052 -5.21251 -0.15834  0.000
H -0.74947 -3.00094 -0.91525  0.000
H -2.86485 -0.47633 1.12379  0.000
H -4.70698 -2.11485 1.03596  0.000
H -4.39464 -4.35694 2.04805  0.000
H -2.24955 -4.94767 3.09534  0.000
H -0.05236 -4.50840 3.65835  0.000
H 0.19141 -2.85292 4.22486  0.000
H 0.81075 -3.34042 2.64712  0.000
H -2.25004 0.89855 3.29764  0.000
H -2.87888 1.31894 4.90540  0.000
H -2.94373 -0.34448 4.32004  0.000
H -1.75115 0.70488 6.90677  0.000
N -2.58544 -1.26587 -1.83036  -0.003
C -1.52631 -0.89968 -1.54291  0.004


No. 3
A cluster of 2 separate species, C5H12NO in total, computed with wB97M-V/def2-TZVPD.

Values from the calculation:
Charge   -1
Spin multiplicity   1
Relative energy (zero: lowest compared OMol25 entry of this formula, charge and spin)   0.919 eV
Kohn-Sham gap   6.7 eV
Maximum force   1.0 eV/A

Last column: Mulliken charge in e.
Cartesian coordinates (Å):
N 1.11289 2.23052 0.28211  -0.665
C 0.28398 1.51832 1.35293  -0.292
O 0.81060 0.35020 1.69914  -0.792
H 2.01210 1.76013 0.27982  0.194
H 1.26993 3.19719 0.54683  0.274
H 0.25079 2.23902 2.21662  0.296
H -0.74009 1.46301 0.91705  -0.001
C 0.27490 -1.02886 -0.46972  0.305
C -1.03066 -1.04894 -0.69850  -0.137
C -1.81923 0.06160 -1.34957  -1.336
C 0.97806 -2.20362 0.13901  -1.163
H 0.87273 -0.17267 -0.74695  0.261
H -1.66131 -1.88331 -0.39102  0.196
H -2.26092 -0.35473 -2.26349  0.399
H -2.61031 0.49922 -0.74769  0.295
H -1.15442 0.86224 -1.68168  0.314
H 0.23744 -2.93899 0.46189  0.273
H 1.51954 -1.84511 1.01425  0.290
H 1.65397 -2.70521 -0.56105  0.289


No. 4
A structure of composition C47H59N2S2, computed with wB97M-V/def2-TZVPD.

Values from the calculation:
Charge   +1
Spin multiplicity   1
Kohn-Sham gap   3.4 eV
Maximum force   4.6 eV/A

Last column: Mulliken charge in e.
Cartesian coordinates (Å):
C -1.73538 2.14226 -1.58793  0.181
C -2.69271 2.45377 -0.45453  2.252
C -2.35078 3.85375 0.06422  -1.812
C -4.09602 2.47112 -1.07767  -2.118
C -2.70282 1.36852 0.65965  -0.107
C -3.23780 1.75750 1.89636  -0.586
C -3.44015 0.82769 2.91471  -1.559
C -3.34633 -0.53081 2.61787  -0.012
C -3.10747 -0.95670 1.30181  0.157
C -3.69495 -2.32531 0.89751  1.892
C -2.77751 -3.46031 1.35363  -1.349
C -4.05805 -2.36692 -0.59140  -1.476
C -5.02964 -2.58854 1.62455  -1.701
C -2.38498 -0.01798 0.48392  -0.067
N -1.14341 -0.45740 -0.10213  1.568
C 0.08507 0.07623 0.30951  0.802
C 0.36428 1.42033 0.40567  0.182
C 1.40734 1.86417 1.37265  -0.461
C 2.63137 2.50418 1.05129  -0.021
C 3.62603 2.63457 2.03153  -0.729
C 3.37873 2.26151 3.35650  -0.740
C 2.09463 1.83872 3.71981  -0.525
C 1.09990 1.72749 2.74656  0.059
N 0.98808 -0.97649 0.44053  1.483
C 2.22929 -1.00565 1.18817  -1.254
C 2.20641 -1.42781 2.53951  0.380
C 0.97800 -2.05386 3.26903  2.438
C 1.11341 -1.92314 4.79127  -2.077
C 0.90886 -3.53863 2.89481  -1.727
C -0.35097 -1.39369 2.95222  -0.467
C 3.40514 -1.37454 3.25793  -0.132
C 4.61919 -1.13007 2.63459  -1.715
C 4.64204 -0.86650 1.27894  -0.488
C 3.45700 -0.71771 0.55510  0.393
C 3.65345 -0.34170 -0.93560  2.753
C 4.83819 0.62220 -1.12243  -1.890
C 2.47761 0.41034 -1.49847  1.010
C 3.88308 -1.63448 -1.72664  -1.802
C 0.39849 -2.09743 -0.13989  -1.320
C -0.86715 -1.78431 -0.47056  -1.883
H -1.64229 1.05588 -1.70418  -2.311
H -2.14469 2.52710 -2.52854  0.879
H -0.72645 2.56215 -1.47338  0.209
H -3.15431 4.25964 0.69127  0.578
H -1.41545 3.85627 0.63687  0.196
H -2.22279 4.53001 -0.79543  0.427
H -4.86056 2.73942 -0.33751  0.438
H -4.13380 3.21118 -1.89090  0.518
H -4.33816 1.48162 -1.49524  0.340
H -3.49502 2.80425 2.07758  0.372
H -3.72427 1.15945 3.91687  0.386
H -3.55409 -1.26502 3.40317  0.538
H -2.55641 -3.35582 2.42541  0.182
H -3.27838 -4.42988 1.20682  0.636
H -1.82937 -3.48912 0.81174  0.175
H -4.98695 -1.79893 -0.74101  0.396
H -3.31865 -1.91620 -1.25595  -0.018
H -4.23768 -3.40755 -0.89711  0.351
H -5.75600 -1.80065 1.40018  0.427
H -5.44744 -3.54025 1.26635  0.450
H -4.91431 -2.67080 2.70999  0.378
H -0.51214 2.05317 0.37991  -0.525
H 2.78817 2.91186 0.04408  0.412
H 4.60586 3.03862 1.75820  0.427
H 4.15421 2.35106 4.12265  0.400
H 1.86292 1.58113 4.75894  0.419
H 0.05382 1.53261 3.01396  0.383
H 1.28596 -0.87708 5.07492  0.314
H 0.18888 -2.24737 5.28808  0.374
H 1.92262 -2.54337 5.19010  0.496
H 0.75991 -3.66191 1.81493  0.144
H 1.84666 -4.03995 3.17006  0.402
H 0.07757 -4.03583 3.41498  0.417
H -0.73746 -1.66101 1.97416  -0.776
H -1.12328 -1.71489 3.67036  0.887
H -0.28235 -0.30356 3.00808  -0.186
H 3.40855 -1.54563 4.33358  0.287
H 5.54792 -1.15036 3.20588  0.408
H 5.60277 -0.74867 0.77729  0.342
H 5.80853 0.11958 -1.04520  0.503
H 4.80054 1.09545 -2.11356  0.422
H 4.78370 1.43261 -0.38386  0.276
H 1.57306 -0.19469 -1.52540  -2.360
H 2.25736 1.30915 -0.92384  -1.401
H 2.71306 0.71727 -2.51812  0.988
H 3.04327 -2.32957 -1.58916  0.191
H 3.99250 -1.42979 -2.80066  0.353
H 4.79726 -2.13584 -1.37623  0.418
H 0.92676 -3.03942 -0.21436  0.595
H -1.58332 -2.40524 -0.97402  1.319
C 0.75732 4.10391 -5.22265  -0.504
C 1.80440 3.25298 -4.84427  -0.908
C 1.52296 2.01167 -4.27530  -0.305
C 0.19594 1.61872 -4.01649  0.805
C -0.12833 0.34522 -3.34789  0.820
S -1.77157 -0.25429 -3.51004  0.105
C -1.50691 -1.82480 -4.38712  -0.558
C -0.06389 -1.87905 -4.84440  -0.664
S 0.94231 -0.98879 -3.59870  0.284
C -0.84203 2.43329 -4.52073  -0.284
C -0.57072 3.68816 -5.05497  -0.858
H 0.97722 5.05429 -5.70673  0.418
H 2.84476 3.54485 -5.00140  0.443
H 2.34875 1.34720 -4.02882  0.504
H -1.75318 -2.65662 -3.71526  0.271
H -2.19655 -1.83076 -5.23797  0.571
H 0.34478 -2.89217 -4.92886  0.533
H 0.06898 -1.33500 -5.78577  0.293
H -1.87368 2.06751 -4.49113  0.592
H -1.39625 4.33820 -5.34678  0.433